{
  "formula": "C2H14N2O3",
  "method": "the ωB97M-V functional and the def2-TZVPD basis",
  "species": ["C", "N", "C", "N", "H", "H", "H", "H", "H", "H", "H", "H", "H", "H", "O", "H", "H", "O", "H", "H", "O"],
  "coordinates": [[-0.471544, 1.396678, -0.294753], [-0.330431, 0.109026, -0.972552], [-1.589718, -0.674886, -0.990813], [-2.404761, -0.827970, 0.256663], [-0.883931, 1.271135, 0.758663], [0.573361, 1.832045, -0.233517], [-1.139912, 2.059092, -0.844250], [0.395817, -0.414082, -0.413428], [-1.397365, -1.637470, -1.475271], [-2.222926, -0.038366, -1.717790], [-3.023022, -1.617311, 0.161342], [3.242562, 1.519494, -0.835275], [1.001597, -0.154144, 1.693252], [3.525940, 1.708582, -0.210799], [1.763986, 0.305703, 1.241689], [-0.555471, -0.674892, 2.944327], [-1.800133, -0.788348, 1.145990], [-0.517522, -0.704167, 2.002630], [1.902528, -0.213238, 0.379402], [2.026609, -1.127526, -1.751503], [1.904333, -1.329345, -0.843997]],
  "forces_ev_per_angstrom": [[0.96, 0.53, -0.49], [-0.54, -1.23, 3.51], [-1.51, 1.46, -1.49], [1.92, 1.12, -1.54], [0.60, -0.25, -0.83], [-1.22, -0.28, 0.39], [0.07, -0.02, -0.20], [-0.97, 0.12, -0.65], [-0.09, 0.01, 0.03], [0.52, -1.12, 1.00], [0.24, -0.56, 0.21], [-0.43, -0.29, -1.12], [0.02, 0.33, -0.53], [0.47, 0.32, 1.06], [0.14, -0.52, -0.85], [-0.40, 0.02, 1.26], [0.04, 0.08, 0.37], [0.28, -0.38, -1.37], [0.44, 0.25, 1.48], [0.37, 0.31, -1.64], [-0.92, 0.12, 1.41]],
  "nbo_charge": [-0.450, -0.441, -0.093, -0.638, 0.261, 0.268, 0.194, 0.430, 0.231, 0.208, 0.377, -0.024, 0.486, 0.024, -0.925, 0.456, 0.430, -0.940, 0.482, 0.439, -0.775],
  "charge": 0,
  "gap_ha": 0.155,
  "fmax_ev_per_a": 3.8,
  "de_lowest_kcal_mol": 236.6
}